35
Properties=species:S:1:pos:R:3:forces:R:3:nbo_charge:R:1 method="wB97M-V/def2-TZVPD" smiles="COC[C@H](C)NC(=O)c1ccccc1OC(C)=O" e_lumo_ev=0.65 relative_energy_kcal_mol=19.9 homo_lumo_gap_ha=0.373 molar_mass_g_mol=251.28
C -5.13542 -0.77809 -0.85168 -0.058 -0.029 -0.074 -0.2431
O -4.17167 -0.23737 0.01323 0.180 0.117 0.189 -0.5421
C -2.85410 -0.45212 -0.42824 0.216 -0.124 0.129 -0.0580
C -1.88084 0.08174 0.63299 -0.420 -0.016 0.008 -0.0767
N -0.51817 -0.19614 0.23775 -0.286 0.160 -0.243 -0.6091
C 0.23486 -1.15748 0.81667 -0.023 0.160 -0.162 0.6664
O -0.18601 -1.89159 1.68889 -0.029 -0.224 0.164 -0.6194
C 1.63210 -1.29393 0.29136 0.273 0.206 -0.009 -0.2077
C 2.21161 -2.55656 0.38590 -0.022 0.054 -0.021 -0.1447
C 3.50355 -2.78857 -0.04383 -0.043 -0.051 0.027 -0.2200
C 4.24812 -1.74767 -0.57193 -0.071 0.096 -0.017 -0.1831
C 3.70034 -0.48065 -0.66304 -0.071 0.124 -0.088 -0.2608
C 2.40163 -0.25287 -0.23385 0.211 -0.355 0.144 0.3686
O 1.84639 1.02395 -0.34591 -0.146 -0.535 -0.327 -0.5445
C 2.48615 2.08603 0.19375 0.206 0.627 0.291 0.8021
O 3.53124 2.02415 0.77292 -0.095 -0.064 -0.051 -0.5619
C 1.67090 3.33197 -0.02538 0.190 -0.058 0.023 -0.7174
H 1.34234 3.38745 -1.05982 -0.058 0.013 -0.052 0.2350
H 0.79101 3.29487 0.61405 -0.089 -0.019 0.018 0.2436
H 2.26497 4.20348 0.23099 0.013 -0.018 0.011 0.2409
H 4.27871 0.33955 -1.05897 0.029 0.046 0.000 0.2310
H 5.25976 -1.91481 -0.90862 0.089 -0.005 -0.030 0.2185
H 3.93117 -3.77599 0.03812 0.026 -0.088 0.006 0.2185
H 1.61612 -3.34671 0.81768 -0.049 -0.040 0.038 0.2397
H -0.12196 0.37671 -0.49020 0.080 -0.076 0.142 0.4078
C -2.07742 1.57673 0.85207 -0.028 -0.315 0.093 -0.6145
H -1.43410 1.92852 1.65478 0.065 0.066 0.063 0.2125
H -3.11305 1.76250 1.11897 -0.082 0.117 0.003 0.2341
H -1.84655 2.12690 -0.05898 0.016 0.120 -0.121 0.1927
H -2.05959 -0.46374 1.56482 0.020 0.077 -0.164 0.2385
H -2.68531 0.06394 -1.38936 0.024 -0.034 0.054 0.1526
H -2.66933 -1.52668 -0.58130 0.010 0.102 0.004 0.1758
H -6.10613 -0.55557 -0.41372 -0.036 -0.048 -0.084 0.1950
H -5.07285 -0.32744 -1.85076 -0.024 -0.018 0.031 0.1628
H -5.01844 -1.86452 -0.94939 -0.020 0.032 0.001 0.1668